Molecular formula: C30H84O34P4S6
Method: DFT, ωB97M-V/def2-TZVPD

Last columns: bonded neighbours and bond lengths (Å).
Geometry (Å):
1 S 1.54 5.88 -4.38  O12 1.443, O17 1.434, O27 1.689, C58 1.842
2 S -11.57 -1.22 -3.80  O18 1.527, O26 1.453, O34 1.655, C46 1.829
3 S 9.71 2.74 0.33  O19 1.621, O28 1.473, O35 1.475, C72 1.867
4 S -6.51 -3.73 -8.98  O20 1.656, O29 1.467, O40 1.390, C68 1.827
5 S -6.19 -1.37 7.02  O16 1.648, O25 1.467, O39 1.438, C70 1.843
6 S 0.13 6.67 4.32  O15 1.473, O38 1.678, O42 1.462, C60 1.874
7 P 7.23 1.71 7.64  O22 1.620, O23 1.518, O37 1.619, O43 1.617
8 P 2.10 -5.39 3.84  O11 1.609, O14 1.594, O24 1.484, O36 1.679
9 P -1.12 -0.40 0.28  O13 1.645, O30 1.627, O31 1.452, O44 1.674
10 P 4.99 -4.87 -7.01  O21 1.581, O32 1.658, O33 1.473, O41 1.665
11 O 3.27 -4.30 4.03  P8 1.609, C57 1.453
12 O 2.20 4.61 -4.17  S1 1.443
13 O -1.92 0.83 -0.46  P9 1.645, C54 1.416
14 O 1.62 -5.25 2.32  P8 1.594, C49 1.398
15 O -1.13 6.54 3.57  S6 1.473
16 O -7.81 -1.15 6.87  S5 1.648, C52 1.441
17 O 1.54 6.51 -5.67  S1 1.434
18 O -11.53 -2.41 -4.76  S2 1.527
19 O 8.15 2.33 0.34  S3 1.621, C56 1.455
20 O -4.89 -3.77 -9.31  S4 1.656, C74 1.465
21 O 5.49 -5.12 -8.48  P10 1.581, C73 1.428
22 O 5.97 2.68 7.35  P7 1.620, C45 1.354
23 O 7.50 0.64 6.59  P7 1.518
24 O 2.36 -6.81 4.19  P8 1.484
25 O -5.48 -0.11 6.76  S5 1.467
26 O -11.18 0.08 -4.32  S2 1.453
27 O -0.09 5.70 -4.00  S1 1.689, C51 1.451
28 O 9.89 3.43 -0.97  S3 1.473
29 O -7.11 -4.89 -9.64  S4 1.467
30 O 0.14 0.38 0.93  P9 1.627, C62 1.463
31 O -1.86 -1.35 1.09  P9 1.452
32 O 4.06 -6.18 -6.58  P10 1.658, C66 1.431
33 O 6.04 -4.52 -6.03  P10 1.473
34 O -10.82 -1.63 -2.38  S2 1.655, C65 1.418
35 O 10.04 3.53 1.53  S3 1.475
36 O 0.82 -4.76 4.71  P8 1.679, C47 1.408
37 O 6.79 0.94 9.00  P7 1.619, C63 1.466
38 O -0.03 5.89 5.80  S6 1.678, C50 1.482
39 O -5.91 -2.25 8.12  S5 1.438
40 O -6.57 -3.52 -7.60  S4 1.390
41 O 3.96 -3.57 -7.09  P10 1.665, C53 1.422
42 O 1.40 6.37 3.67  S6 1.462
43 O 8.43 2.71 8.06  P7 1.617, C55 1.433
44 O -0.20 -1.11 -0.93  P9 1.674, C71 1.398
45 C 5.70 3.02 6.07  O22 1.354, H118 1.090, H135 1.090, H153 1.090
46 C -13.24 -1.14 -3.07  S2 1.829, H76 1.090, H110 1.090, H145 1.090
47 C 0.49 -5.25 5.99  O36 1.408, H103 1.090, H115 1.090, H116 1.090
48 C 6.58 0.86 -0.80  C56 1.518, H100 1.090, H107 1.090, H111 1.090
49 C 2.52 -5.35 1.26  O14 1.398, H78 1.090, H122 1.090, H132 1.090
50 C -1.33 5.63 6.45  O38 1.482, C61 1.506, H113 1.090, H117 1.090
51 C -1.11 6.71 -4.22  O27 1.451, C69 1.521, H95 1.090, H102 1.090
52 C -8.52 -0.42 5.85  O16 1.441, C64 1.556, H86 1.090, H147 1.090
53 C 4.59 -2.29 -7.17  O41 1.422, H114 1.090, H140 1.090, H149 1.090
54 C -3.03 1.54 0.06  O13 1.416, H98 1.090, H120 1.090, H151 1.090
55 C 9.76 2.61 7.55  O43 1.433, H93 1.090, H128 1.090, H144 1.090
56 C 7.63 1.95 -0.97  O19 1.455, C48 1.518, H106 1.090, H130 1.090
57 C 4.67 -4.56 3.72  O11 1.453, H99 1.090, H133 1.090, H146 1.090
58 C 2.01 6.98 -2.98  S1 1.842, H77 1.090, H80 1.090, H123 1.090
59 C -3.04 -2.05 -9.15  C74 1.582, H131 1.090, H134 1.090, H142 1.090
60 C 0.18 8.38 5.08  S6 1.874, H79 1.090, H126 1.090, H136 1.090
61 C -1.10 4.86 7.73  C50 1.506, H83 1.090, H92 1.090, H101 1.090
62 C 0.16 0.60 2.38  O30 1.463, H127 1.090, H143 1.090, H156 1.090
63 C 5.39 0.51 9.10  O37 1.466, H85 1.090, H90 1.090, H125 1.090
64 C -9.11 -1.25 4.67  C52 1.556, H105 1.090, H119 1.090, H152 1.090
65 C -9.97 -2.77 -2.44  O34 1.418, C67 1.548, H87 1.090, H124 1.090
66 C 3.32 -6.86 -7.59  O32 1.431, H109 1.090, H129 1.090, H138 1.090
67 C -8.47 -2.40 -2.29  C65 1.548, H97 1.090, H112 1.090, H121 1.090
68 C -6.98 -2.18 -9.83  S4 1.827, H89 1.090, H91 1.090, H96 1.090
69 C -1.89 6.82 -2.93  C51 1.521, H75 1.090, H82 1.090, H137 1.090
70 C -6.01 -2.47 5.55  S5 1.843, H81 1.090, H139 1.090, H148 1.090
71 C -0.32 -0.52 -2.19  O44 1.398, H108 1.090, H154 1.090, H157 1.090
72 C 10.53 1.06 0.33  S3 1.867, H104 1.090, H141 1.090, H150 1.090
73 C 6.91 -5.18 -8.67  O21 1.428, H88 1.090, H94 1.090, H158 1.090
74 C -4.07 -2.98 -8.39  O20 1.465, C59 1.582, H84 1.090, H155 1.090
75 H -2.43 5.90 -2.70  C69 1.090
76 H -13.84 -1.09 -3.98  C46 1.090
77 H 1.65 7.97 -3.28  C58 1.090
78 H 2.36 -6.27 0.71  C49 1.090
79 H 0.42 9.07 4.27  C60 1.090
80 H 3.07 6.96 -2.72  C58 1.090
81 H -6.16 -1.99 4.59  C70 1.090
82 H -1.30 7.13 -2.06  C69 1.090
83 H -1.92 4.94 8.44  C61 1.090
84 H -4.57 -2.44 -7.58  C74 1.090
85 H 5.27 -0.45 9.61  C63 1.090
86 H -9.27 0.25 6.28  C52 1.090
87 H -9.97 -3.40 -3.32  C65 1.090
88 H 7.45 -5.84 -7.99  C73 1.090
89 H -7.94 -1.87 -9.42  C68 1.090
90 H 4.82 1.19 9.73  C63 1.090
91 H -7.03 -2.21 -10.92  C68 1.090
92 H -0.71 3.85 7.63  C61 1.090
93 H 9.91 3.44 6.86  C55 1.090
94 H 7.25 -4.14 -8.61  C73 1.090
95 H -0.60 7.62 -4.52  C51 1.090
96 H -6.30 -1.46 -9.38  C68 1.090
97 H -8.31 -1.56 -2.97  C67 1.090
98 H -3.55 1.08 0.90  C54 1.090
99 H 5.04 -4.16 2.78  C57 1.090
100 H 5.96 0.80 -1.69  C48 1.090
101 H -0.28 5.40 8.21  C61 1.090
102 H -1.48 6.35 -5.18  C51 1.090
103 H 0.23 -4.41 6.64  C47 1.090
104 H 10.64 0.58 -0.64  C72 1.090
105 H -10.02 -1.82 4.85  C64 1.090
106 H 7.14 2.84 -1.37  C56 1.090
107 H 6.95 -0.09 -0.41  C48 1.090
108 H 0.07 0.49 -2.31  C71 1.090
109 H 2.29 -6.80 -7.24  C66 1.090
110 H -13.37 -2.04 -2.47  C46 1.090
111 H 6.01 1.28 0.03  C48 1.090
112 H -8.23 -2.08 -1.27  C67 1.090
113 H -1.77 6.60 6.70  C50 1.090
114 H 4.76 -1.91 -6.17  C53 1.090
115 H -0.41 -5.84 5.82  C47 1.090
116 H 1.27 -5.82 6.50  C47 1.090
117 H -1.99 5.01 5.84  C50 1.090
118 H 4.69 3.32 5.79  C45 1.090
119 H -8.48 -1.97 4.16  C64 1.090
120 H -3.85 1.72 -0.63  C54 1.090
121 H -7.75 -3.14 -2.62  C67 1.090
122 H 2.50 -4.52 0.56  C49 1.090
123 H 1.40 6.71 -2.12  C58 1.090
124 H -10.32 -3.48 -1.70  C65 1.090
125 H 4.94 0.44 8.11  C63 1.090
126 H -0.82 8.60 5.46  C60 1.090
127 H -0.19 1.57 2.72  C62 1.090
128 H 9.94 1.63 7.11  C55 1.090
129 H 3.30 -6.61 -8.65  C66 1.090
130 H 8.35 1.68 -1.73  C56 1.090
131 H -3.40 -1.40 -9.94  C59 1.090
132 H 3.51 -5.73 1.55  C49 1.090
133 H 5.19 -4.10 4.56  C57 1.090
134 H -2.50 -1.35 -8.51  C59 1.090
135 H 6.36 3.81 5.70  C45 1.090
136 H 1.01 8.37 5.79  C60 1.090
137 H -2.68 7.56 -3.04  C69 1.090
138 H 3.70 -7.87 -7.44  C66 1.090
139 H -6.48 -3.43 5.78  C70 1.090
140 H 3.82 -1.65 -7.60  C53 1.090
141 H 11.56 1.05 0.68  C72 1.090
142 H -2.25 -2.67 -9.57  C59 1.090
143 H 1.12 0.39 2.86  C62 1.090
144 H 10.49 2.66 8.35  C55 1.090
145 H -13.40 -0.22 -2.50  C46 1.090
146 H 4.88 -5.63 3.74  C57 1.090
147 H -7.74 0.18 5.38  C52 1.090
148 H -4.98 -2.84 5.60  C70 1.090
149 H 5.54 -2.22 -7.69  C53 1.090
150 H 9.92 0.61 1.10  C72 1.090
151 H -2.76 2.51 0.47  C54 1.090
152 H -9.45 -0.57 3.89  C64 1.090
153 H 5.94 2.18 5.42  C45 1.090
154 H -1.36 -0.55 -2.51  C71 1.090
155 H -3.43 -3.62 -7.78  C74 1.090
156 H -0.31 -0.28 2.82  C62 1.090
157 H 0.21 -1.12 -2.93  C71 1.090
158 H 7.02 -5.46 -9.71  C73 1.090

* gap between HOMO and LUMO: 10.41 eV
* HOMO level: -10.303 eV
* ΔE to the lowest compared entry with this formula, charge and spin: 12.46 kcal/mol
* maximum force: 5.19 eV/Å
* spin multiplicity: 1
* lowest unoccupied orbital energy: 0.111 eV
* structure (SMILES): CCOS(C)(=O)=O.CCOS(C)(=O)=O.CCOS(C)(=O)=O.CCOS(C)(=O)=O.CCOS(C)(=O)=O.CCOS(C)(=O)=O.COP(=O)(OC)OC.COP(=O)(OC)OC.COP(=O)(OC)OC.COP(=O)(OC)OC